(1)
Formula: C27H25N3O5S
Source: the OMol25 dataset
Level of theory: ωB97M-V/def2-TZVPD

CARTESIAN COORDINATES (ANGSTROEM)
C 7.3306 3.6223 -0.0723
C 6.7433 2.5060 0.7698
O 6.9972 1.2603 0.1097
C 6.3919 0.1898 0.6182
O 5.6825 0.1989 1.5870
C 6.7551 -1.0566 -0.1817
O 5.9239 -2.1478 0.1176
C 4.5714 -2.0154 0.1070
C 3.8794 -3.0669 0.7083
C 2.5071 -3.0918 0.7595
C 1.7554 -2.0441 0.2085
C 0.3265 -2.1342 0.3005
C -0.7018 -1.3452 -0.1027
S -2.3392 -1.9315 0.2345
C -3.0825 -0.4809 -0.4937
N -4.2874 -0.1329 -0.5646
C -5.4001 -0.8374 -0.1561
C -5.5306 -2.2195 -0.2915
C -6.7047 -2.8403 0.0896
C -7.7525 -2.1003 0.6113
C -7.6284 -0.7253 0.7395
C -6.4662 -0.0914 0.3502
N -2.0852 0.3220 -0.9763
C -2.4269 1.6012 -1.5721
C -3.0318 2.5101 -0.5390
C -2.2962 2.9053 0.5724
C -2.8991 3.7040 1.5291
C -4.2221 4.0723 1.3364
N -4.9296 3.7046 0.2821
C -4.3497 2.9440 -0.6274
C -0.7753 -0.0537 -0.7874
O 0.1433 0.6512 -1.1659
C 2.4489 -0.9913 -0.3989
C 3.8288 -0.9657 -0.4709
O 4.5201 0.0423 -1.0939
C 3.8068 1.1860 -1.5085
H 7.1551 4.5771 0.4145
H 6.8693 3.6347 -1.0559
H 8.4002 3.4756 -0.1934
H 5.6617 2.6231 0.8960
H 7.2008 2.4752 1.7649
H 6.7498 -0.8105 -1.2489
H 7.7625 -1.3755 0.1055
H 4.4668 -3.8608 1.1413
H 2.0067 -3.9207 1.2367
H -0.0019 -3.0409 0.8002
H -4.7226 -2.7969 -0.7160
H -6.8013 -3.9106 -0.0222
H -8.6656 -2.5925 0.9111
H -8.4460 -0.1441 1.1401
H -6.3536 0.9780 0.4436
H -3.1328 1.4314 -2.3884
H -1.4901 2.0143 -1.9595
H -1.2677 2.5893 0.6829
H -2.3573 4.0284 2.4041
H -4.7435 4.6886 2.0570
H -4.9684 2.6610 -1.4687
H 1.8778 -0.1879 -0.8265
H 4.5622 1.8742 -1.8861
H 3.2700 1.6463 -0.6747
H 3.0976 0.9506 -2.3065

Forces on atoms 1 to 6 (eV/Å):
-0.08 -0.45 0.12
-0.12 0.36 0.26
0.25 0.09 -0.35
0.05 -0.36 0.14
0.08 0.00 0.06
0.26 0.39 -0.07

Properties
Energy relative to the best compared isomer or geometry (same formula, charge and spin), kcal per mole: 23.59
SMILES string: CCOC(=O)COc1ccc(/C=C2/S/C(=N\c3ccccc3)N(Cc3cccnc3)C2=O)cc1OC
Electronic energy, Eh: -1982.53470
Orbital gap, eV: 7.25
HOMO energy, eV: -7.71
Max |F|, eV/A: 1.15
Spin multiplicity: 1
LUMO, eV: -0.46

(2)
Formula: C27H25N5O5
Source: the OMol25 dataset
Level of theory: ωB97M-V/def2-TZVPD

CARTESIAN COORDINATES (ANGSTROEM)
C -0.9958 4.3022 1.9995
O -0.4643 3.0012 2.0749
C 0.0476 2.4408 0.9481
C 0.1595 3.0751 -0.2841
C 0.7157 2.3961 -1.3552
C 1.1530 1.0928 -1.2219
C 1.0276 0.4453 0.0023
C 1.4414 -1.0015 0.1370
C 2.0615 -1.2590 1.5174
O 1.6013 -2.0195 2.3398
N 3.1879 -0.5421 1.7103
C 3.8805 -0.5100 2.9814
C 4.0153 0.8870 3.4925
C 3.1199 1.9116 3.5984
C 3.8391 3.0100 4.1307
C 5.1137 2.5725 4.3068
O 5.2321 1.2917 3.9173
N 0.3332 -1.9164 -0.1193
C -0.8612 -1.7546 0.6777
C -1.7625 -0.6845 0.1353
C -1.8500 -0.0876 -1.0875
C -2.9010 0.8570 -0.9903
C -3.3699 0.7616 0.2806
O -2.6838 -0.1659 0.9692
C 0.4926 -2.8187 -1.1076
O 1.4859 -2.8581 -1.8115
C -0.6208 -3.8576 -1.3145
N -1.8714 -3.2946 -1.7235
N -2.9723 -3.3580 -0.9606
N -3.9489 -2.7902 -1.5331
C -3.5335 -2.3047 -2.7366
C -4.1926 -1.5942 -3.7394
C -3.4538 -1.2399 -4.8426
C -2.0960 -1.5727 -4.9697
C -1.4224 -2.2733 -3.9961
C -2.1625 -2.6335 -2.8761
C 0.4887 1.1245 1.0804
H -0.2270 5.0356 1.7353
H -1.8170 4.3569 1.2782
H -1.3753 4.5226 2.9958
H -0.1799 4.0891 -0.4213
H 0.8032 2.8967 -2.3077
H 1.5762 0.5686 -2.0654
H 2.1925 -1.2439 -0.6259
H 3.4885 0.1084 1.0014
H 3.2916 -1.1322 3.6641
H 4.8816 -0.9445 2.8844
H 2.0829 1.8923 3.3350
H 3.4538 3.9839 4.3515
H 5.9933 3.0526 4.6864
H -0.5664 -1.4943 1.6976
H -1.4126 -2.6964 0.7419
H -1.2424 -0.2757 -1.9485
H -3.2514 1.5043 -1.7674
H -4.1581 1.2706 0.7980
H -0.2563 -4.5411 -2.0898
H -0.7880 -4.4218 -0.3937
H -5.2345 -1.3390 -3.6370
H -3.9241 -0.6870 -5.6424
H -1.5682 -1.2651 -5.8602
H -0.3762 -2.5230 -4.0837
H 0.3801 0.6494 2.0430

Forces on atoms 1 to 6 (eV/Å):
-0.08 0.22 -0.02
0.13 -0.30 0.00
0.05 -0.21 -0.08
-0.14 0.20 0.21
0.04 -0.11 -0.05
0.10 -0.03 0.04

Properties
Energy relative to the best compared isomer or geometry (same formula, charge and spin), kcal per mole: 84.10
SMILES string: COc1cccc([C@@H](C(=O)NCc2ccco2)N(Cc2ccco2)C(=O)Cn2nnc3ccccc32)c1
Electronic energy, Eh: -1693.83288
Orbital gap, eV: 8.84
HOMO energy, eV: -8.24
Max |F|, eV/A: 1.34
Spin multiplicity: 1
LUMO, eV: 0.60

(3)
Formula: C27H26AsCrN7O2S3
Source: the OMol25 dataset
Level of theory: ωB97M-V/def2-TZVPD

CARTESIAN COORDINATES (ANGSTROEM)
Cr 0.6761 0.6096 -0.8675
S 0.4270 2.5192 0.4514
C 0.0331 3.2914 -1.0555
S 0.4399 2.2208 -2.3783
C -0.5558 4.5132 -1.1950
C -0.8693 5.0198 -2.4865
N -1.1340 5.4165 -3.5313
C -0.9023 5.2780 -0.0487
N -1.2064 5.8862 0.8779
O -1.1704 0.1908 -0.7929
As -1.8236 -0.5326 0.6041
C -0.4029 -1.6181 1.2715
C 0.6090 -1.0266 2.0228
C 1.7369 -1.7669 2.3479
C 1.8510 -3.0823 1.9247
C 0.8392 -3.6700 1.1768
C -0.2902 -2.9388 0.8445
C -3.2754 -1.6128 0.0239
C -3.8765 -2.4967 0.9155
C -4.9543 -3.2564 0.4899
C -5.4269 -3.1241 -0.8091
C -4.8284 -2.2363 -1.6899
C -3.7443 -1.4741 -1.2776
C -2.3447 0.7829 1.8632
C -2.2390 0.5274 3.2242
C -2.6526 1.4984 4.1247
C -3.1616 2.7017 3.6602
C -3.2681 2.9483 2.2978
C -2.8595 1.9862 1.3897
H 0.5133 0.0002 2.3691
H 2.5202 -1.3155 2.9424
H 2.7284 -3.6572 2.1851
H 0.9280 -4.6980 0.8547
H -1.0788 -3.3965 0.2562
H -3.5175 -2.5982 1.9346
H -5.4280 -3.9490 1.1713
H -6.2717 -3.7143 -1.1344
H -5.2065 -2.1326 -2.6972
H -3.2741 -0.7710 -1.9554
H -1.8323 -0.4090 3.5916
H -2.5720 1.3163 5.1869
H -3.4724 3.4604 4.3649
H -3.6403 3.8988 1.9446
H -2.9140 2.1855 0.3249
N 2.1279 -4.2543 -2.6915
N 1.4555 -3.0416 -2.6639
N 0.3525 -2.8449 -3.3452
C 0.0050 -1.6361 -2.9299
N 0.8858 -1.1492 -2.0527
N 1.8140 -2.0705 -1.8871
H 1.8786 -4.6942 -3.5742
H 3.1235 -4.0469 -2.6863
H -0.8668 -1.1044 -3.2614
O 2.5026 0.4632 -0.4941
S 3.3772 1.4871 0.3108
C 5.0027 0.6722 0.1870
C 5.9180 1.5837 -0.6284
C 5.0242 2.2681 -1.6537
C 3.8255 2.7774 -0.8678
H 4.7890 -0.2629 -0.3300
H 5.3591 0.4507 1.1909
H 6.7200 1.0049 -1.0838
H 6.3816 2.3280 0.0204
H 4.6918 1.5607 -2.4152
H 5.5265 3.0906 -2.1614
H 2.9343 2.9996 -1.4516
H 4.0630 3.6441 -0.2482

Forces on atoms 1 to 6 (eV/Å):
-0.33 0.26 -0.73
0.02 0.22 0.04
0.00 0.05 0.09
0.11 -0.08 0.08
0.23 -0.42 -0.02
-0.06 0.09 -0.02

Properties
Electronic energy, Eh: -6052.77276
Orbital gap (spin up / spin down), eV: 7.09 / 7.79
Total charge: +1
HOMO energy (spin up / spin down), eV: -10.26 / -10.40
Max |F|, eV/A: 0.85
Spin multiplicity: 2
LUMO (spin up / spin down), eV: -3.18 / -2.61